Entry 1:
The following is a DFT calculation (ωB97M-V with the def2-TZVPD basis set) of C10H10N2S as an isolated structure at a distorted geometry.

```
! RIJCOSX wB97M-V def2-TZVPD def2/J DEFGRID3
* xyz 0 1
C -3.622 1.246 1.900
C 2.323 -1.579 0.749
C 1.959 -1.339 2.158
C 1.557 -1.284 -0.377
C 0.766 -0.546 2.299
C 0.339 -0.566 -0.183
C 0.114 -0.088 1.136
C -2.342 0.831 2.029
C -0.161 1.649 -2.834
C -0.111 0.044 -2.460
N -4.751 1.473 1.896
N -0.533 -0.145 -1.055
S -1.190 1.064 0.765
H 3.271 -2.229 0.565
H 2.438 -1.818 2.938
H 1.976 -1.572 -1.302
H 0.294 -0.305 3.247
H -2.229 0.123 2.756
H 0.124 1.631 -3.857
H -1.118 2.133 -2.680
H 0.619 2.124 -2.173
H -0.669 -0.631 -3.060
H 0.945 -0.218 -2.459
*
```

Output
LUMO (spin up / spin down): -1.6 / -1.2 eV
E_HOMO (spin up / spin down): -7.66 / -8.01 eV
relative energy (zero: lowest compared OMol25 entry of this formula, charge and spin): 518.8 kJ/mol
molar mass: 190.27 u

Atom charges from the Mulliken analysis, given in e for atoms 1 to 2: C 0.21; C -0.45

***

Entry 2:
The following is a DFT calculation (ωB97M-V with the def2-TZVPD basis set) of C10H10N6O6 in the gas phase at a distorted geometry.

```
! RIJCOSX wB97M-V def2-TZVPD def2/J DEFGRID3
* xyz 0 1
O 2.736 3.960 1.514
N 1.517 3.720 1.556
O 0.662 4.608 1.805
C 0.989 2.396 1.288
C -0.399 2.271 1.050
C -0.995 1.041 0.819
N -2.423 0.956 0.806
O -3.094 2.018 0.798
O -2.984 -0.169 0.825
C -0.245 -0.288 0.765
C 1.207 0.010 0.855
N 2.202 -0.948 0.873
O 2.232 -2.149 0.653
O 3.391 -0.261 1.273
N 3.150 1.063 1.499
C 1.803 1.208 1.236
H -1.031 3.160 1.085
H -0.522 -0.842 1.690
C 0.661 0.124 -2.122
C -0.189 -0.967 -1.578
N -0.560 -1.094 -0.300
C -1.346 -2.306 -0.100
C -1.473 -2.883 -1.490
N -0.680 -1.974 -2.292
H 0.564 0.111 -3.214
H 0.351 1.099 -1.729
H 1.720 -0.039 -1.875
H -0.821 -2.975 0.590
H -2.301 -2.021 0.346
H -1.076 -3.902 -1.521
H -2.519 -2.875 -1.816
H -0.526 -2.054 -3.289
*
```

Output
LUMO: -0.5 eV
E_HOMO: -7.87 eV
relative energy (zero: lowest compared OMol25 entry of this formula, charge and spin): 0.0 kJ/mol
molar mass: 310.23 u

Atom charges from the Mulliken analysis, given in e for atoms 1 to 2: O -0.59; N 0.90

***

Entry 3:
The following is a DFT calculation (ωB97M-V with the def2-TZVPD basis set) of an isolated ion of composition C10H10NO and charge +1 at a distorted geometry.

```
! RIJCOSX wB97M-V def2-TZVPD def2/J DEFGRID3
* xyz 1 1
O 3.402 0.959 -0.979
C 2.769 0.470 -0.089
C 2.349 0.201 1.235
C 1.353 -0.112 0.099
N 1.148 -1.564 -0.123
C -0.202 -1.784 -0.708
C -1.004 -0.572 -0.258
C -2.319 -0.404 -0.246
C -2.852 0.903 -0.136
C -1.980 1.929 0.035
C -0.595 1.724 0.189
C -0.133 0.438 0.059
H 2.893 -0.556 1.766
H 2.231 1.190 1.843
H 1.054 -1.940 0.812
H 1.939 -1.928 -0.617
H -0.720 -2.647 -0.291
H -0.046 -1.873 -1.805
H -2.988 -1.210 -0.623
H -3.874 1.324 -0.370
H -2.480 2.907 0.113
H 0.057 2.544 0.093
*
```

Output
LUMO: -3.8 eV
SMILES string: O=C1C[C@]12[NH2+]Cc1ccccc12
E_HOMO: -12.96 eV
relative energy (zero: lowest compared OMol25 entry of this formula, charge and spin): 140.0 kJ/mol
molar mass: 160.20 u

Atom charges from the Mulliken analysis, given in e for atoms 1 to 2: O -0.44; C 0.41

***

Entry 4:
The following is a DFT calculation (ωB97M-V with the def2-TZVPD basis set) of an isolated ion of composition C10H10NO2 and charge +1 at a distorted geometry.

```
! RIJCOSX wB97M-V def2-TZVPD def2/J DEFGRID3
* xyz 1 1
O -1.948 0.702 -1.481
C -2.016 -0.308 -0.864
C -1.990 -1.538 -0.350
O -1.277 -1.924 0.741
C 0.065 -1.452 0.941
C 1.267 -2.024 0.104
C 1.838 -1.355 -0.917
C 1.801 0.061 -0.991
C 0.868 0.722 -0.260
C 0.549 2.159 -0.181
N -0.762 2.145 0.615
C -0.839 0.856 1.292
C 0.019 0.031 0.653
H -2.643 -2.366 -0.533
H 0.386 -1.730 2.048
H 1.429 -3.113 0.264
H 2.536 -1.998 -1.465
H 2.569 0.429 -1.717
H 1.427 2.517 0.258
H 0.564 2.478 -1.240
H -0.917 2.919 1.316
H -1.369 2.321 -0.199
H -1.556 0.468 1.969
*
```

Output
LUMO: -4.5 eV
SMILES string: O=C=CO[C@H]1C=CC=C2C[NH2+]C=C21
E_HOMO: -12.05 eV
relative energy (zero: lowest compared OMol25 entry of this formula, charge and spin): 245.2 kJ/mol
molar mass: 176.20 u

Atom charges from the Mulliken analysis, given in e for atoms 1 to 2: O -0.49; C 0.84